Formula: C8H6Cl2N4O
Source: the Open Molecules 2025 dataset
Level of theory: ωB97M-V/def2-TZVPD

Geometry as ORCA input:
```
! RIJCOSX wB97M-V def2-TZVPD def2/J DEFGRID3
* xyz 0 1
C -3.169 0.415 0.004
C -2.431 -0.599 -0.696
C -2.479 1.564 0.342
C -1.033 -0.551 -0.816
C -1.117 1.746 0.166
C -0.371 0.609 -0.355
C 1.840 -1.299 0.970
C 2.035 0.095 -0.325
N -0.212 2.634 0.596
N 0.936 2.296 0.279
N 0.898 1.022 -0.308
N 2.775 -2.165 0.573
O 1.009 -1.244 1.809
Cl 2.046 -0.673 -1.935
Cl 3.567 0.870 0.196
H -4.227 0.577 -0.017
H -3.013 -1.500 -0.932
H -3.068 2.313 0.874
H -0.493 -1.163 -1.553
H 3.470 -1.917 -0.012
H 3.038 -3.031 1.140
*
```

For the electronic energy, the calculation gives -41443.6039 eV. The value obtained for the energy above the lowest of the compared OMol25 structures with the same formula, charge and spin is 0.0 kJ/mol. The calculation puts the LUMO energy at 0.3 eV. As for the frontier orbital gap: 9.1 eV. For the HOMO energy, the calculation gives -0.3254 Ha.

***

Formula: C8H6ClF5Si
Source: the Open Molecules 2025 dataset
Level of theory: ωB97M-V/def2-TZVPD

Geometry as ORCA input:
```
! RIJCOSX wB97M-V def2-TZVPD def2/J DEFGRID3
* xyz 0 1
C -2.605 0.482 0.413
Si -1.280 -0.610 -0.438
C -1.278 -2.352 0.224
Cl -1.944 -0.584 -2.489
C 0.398 0.059 -0.325
C 0.925 0.840 -1.359
F 0.253 1.078 -2.484
C 2.122 1.528 -1.068
F 2.478 2.508 -1.869
C 2.759 1.283 0.161
F 3.835 2.038 0.470
C 2.198 0.467 1.155
F 2.917 0.078 2.253
C 0.952 -0.073 0.912
F 0.447 -0.890 1.820
H -2.281 1.066 1.278
H -2.765 1.309 -0.345
H -3.547 -0.040 0.693
H -2.245 -2.865 0.337
H -0.741 -2.502 1.130
H -0.597 -2.820 -0.469
*
```

For the electronic energy, the calculation gives -42381.1693 eV. The value obtained for the energy above the lowest of the compared OMol25 structures with the same formula, charge and spin is 0.8 kJ/mol. The calculation puts the LUMO energy at 0.1 eV. As for the frontier orbital gap: 10.1 eV. For the HOMO energy, the calculation gives -0.3687 Ha. The SMILES is C[Si](C)(Cl)c1c(F)c(F)c(F)c(F)c1F.

***

Formula: C8H6ClNO
Source: the Open Molecules 2025 dataset
Level of theory: ωB97M-V/def2-TZVPD

Geometry as ORCA input:
```
! RIJCOSX wB97M-V def2-TZVPD def2/J DEFGRID3
* xyz 0 1
C -2.373 1.924 -0.221
C 2.389 0.126 -0.576
C 1.557 -0.542 -1.465
C 1.913 0.492 0.678
C 0.262 -0.852 -1.112
C 0.624 0.191 1.049
C -0.234 -0.491 0.157
C -1.562 -0.760 0.552
N -2.767 2.957 -0.533
O -1.955 -0.575 1.808
Cl -2.672 -1.557 -0.492
H 3.402 0.367 -0.859
H 1.919 -0.820 -2.442
H 2.555 1.021 1.365
H -0.377 -1.371 -1.809
H 0.239 0.487 2.012
H -2.920 -0.597 1.888
*
```

For the electronic energy, the calculation gives -24449.7492 eV. The value obtained for the energy above the lowest of the compared OMol25 structures with the same formula, charge and spin is 186.8 kJ/mol. The calculation puts the LUMO energy (alpha / beta) at -2.4 / -2.4 eV. As for the frontier orbital gap (alpha / beta): 6.0 / 6.0 eV. For the HOMO energy (alpha / beta), the calculation gives -0.3058 / -0.3059 Ha.

***

Formula: C8H6EuN2O5S
Source: the Open Molecules 2025 dataset
Level of theory: ωB97M-V/def2-TZVPD

Geometry as ORCA input:
```
! RIJCOSX wB97M-V def2-TZVPD def2/J DEFGRID3
* xyz 2 8
O 1.296 3.811 -2.170
C 0.971 2.816 -1.713
Eu -0.503 -1.164 0.933
O -1.796 2.344 0.885
C -1.339 1.289 0.843
C 1.373 -0.760 -0.910
O 2.226 -0.800 -1.677
C 1.283 0.645 1.374
O 2.102 1.404 1.654
C -1.209 -0.260 -1.465
O -1.616 0.003 -2.508
S -1.111 -3.113 2.804
C -1.268 -4.149 1.425
N -2.253 -4.190 0.469
C -2.042 -5.248 -0.548
C -0.682 -5.827 -0.141
N -0.357 -5.091 1.089
H -3.101 -3.632 0.572
H -1.959 -4.717 -1.517
H -2.793 -6.053 -0.616
H -0.020 -5.566 -0.987
H -0.639 -6.930 -0.051
H 0.445 -5.222 1.697
*
```

For the electronic energy, the calculation gives -51758.1554 eV. The value obtained for the energy above the lowest of the compared OMol25 structures with the same formula, charge and spin is 99.2 kJ/mol. The calculation puts the LUMO energy (alpha / beta) at -8.8 / -8.7 eV. As for the frontier orbital gap (alpha / beta): 7.4 / 7.6 eV. For the HOMO energy (alpha / beta), the calculation gives -0.5952 / -0.5990 Ha.

***

Formula: C8H6N2O5
Source: the Open Molecules 2025 dataset
Level of theory: ωB97M-V/def2-TZVPD

Geometry as ORCA input:
```
! RIJCOSX wB97M-V def2-TZVPD def2/J DEFGRID3
* xyz 0 1
O 1.722 2.804 -0.307
N 1.079 3.017 0.687
O 1.018 4.024 1.332
C 0.117 1.940 1.178
O -0.007 2.019 2.521
C 0.382 0.617 0.557
C 1.435 -0.250 0.725
C 1.464 -1.394 -0.065
C 0.467 -1.638 -0.998
C -0.593 -0.761 -1.174
C -0.633 0.380 -0.386
C -1.557 1.490 -0.360
O -2.682 1.627 -1.073
N -1.162 2.399 0.500
O -1.601 3.529 0.826
H -0.305 2.926 2.735
H 2.218 -0.045 1.438
H 2.279 -2.091 0.040
H 0.524 -2.525 -1.610
H -1.343 -0.960 -1.924
H -2.927 0.782 -1.475
*
```

For the electronic energy, the calculation gives -21606.0149 eV. The value obtained for the energy above the lowest of the compared OMol25 structures with the same formula, charge and spin is 223.9 kJ/mol. The calculation puts the LUMO energy (alpha / beta) at -0.4 / -0.4 eV. As for the frontier orbital gap (alpha / beta): 8.0 / 8.0 eV. For the HOMO energy (alpha / beta), the calculation gives -0.3065 / -0.3065 Ha. The SMILES is O=[N+]([O-])[C@]1(O)c2ccccc2C(O)=[N+]1[O-].

***

Formula: C8H6N2S
Source: the Open Molecules 2025 dataset
Level of theory: ωB97M-V/def2-TZVPD

Geometry as ORCA input:
```
! RIJCOSX wB97M-V def2-TZVPD def2/J DEFGRID3
* xyz 0 1
C 1.814 -0.704 -1.562
C -1.159 1.019 -0.392
C 1.785 -2.036 -1.431
C -0.150 1.955 1.457
C 0.715 -0.192 -0.866
C 0.221 1.172 -0.527
C -0.102 -1.108 -0.216
C -1.668 -0.008 1.507
N 0.757 1.892 0.620
N -1.386 1.200 0.994
S 0.521 -2.634 -0.435
H 2.468 -0.067 -2.175
H -1.808 0.460 -1.138
H 2.268 -2.769 -2.115
H -0.104 2.352 2.449
H -2.631 -0.480 1.257
H -1.542 -0.052 2.574
*
```

For the electronic energy, the calculation gives -22201.3539 eV. The value obtained for the energy above the lowest of the compared OMol25 structures with the same formula, charge and spin is 699.9 kJ/mol. The calculation puts the LUMO energy (alpha / beta) at -0.5 / -0.5 eV. As for the frontier orbital gap (alpha / beta): 7.8 / 7.8 eV. For the HOMO energy (alpha / beta), the calculation gives -0.3069 / -0.3069 Ha.

***

Formula: C8H6O4
Source: the Open Molecules 2025 dataset
Level of theory: ωB97M-V/def2-TZVPD

Geometry as ORCA input:
```
! RIJCOSX wB97M-V def2-TZVPD def2/J DEFGRID3
* xyz 0 1
O -2.457 -2.597 0.360
C -1.263 -2.278 0.374
C -0.754 -0.888 0.247
C -1.553 0.055 0.882
C -1.142 1.357 1.032
C 0.014 1.685 0.353
O 0.260 3.018 0.363
C 0.955 0.769 -0.265
O 2.055 1.318 -0.793
C 0.493 -0.472 -0.410
C 1.172 -1.404 -1.353
O 0.740 -2.544 -1.664
H -0.443 -3.041 0.116
H -2.430 -0.310 1.369
H -1.719 2.069 1.656
H 1.091 3.215 -0.177
H 2.790 0.954 -0.303
H 2.189 -0.904 -1.788
*
```

For the electronic energy, the calculation gives -16581.1359 eV. The value obtained for the energy above the lowest of the compared OMol25 structures with the same formula, charge and spin is 238.2 kJ/mol. The calculation puts the LUMO energy at -0.8 eV. As for the frontier orbital gap: 8.1 eV. For the HOMO energy, the calculation gives -0.3289 Ha. The SMILES is O=Cc1ccc(O)c(O)c1C=O.

***

Formula: C8H6S
Source: the Open Molecules 2025 dataset
Level of theory: ωB97M-V/def2-TZVPD

Geometry as ORCA input:
```
! RIJCOSX wB97M-V def2-TZVPD def2/J DEFGRID3
* xyz 0 1
C -3.384 -1.192 0.085
C -2.375 -0.285 -0.006
C -0.996 0.059 0.003
C -0.114 -1.014 -0.020
C 1.257 -0.725 -0.140
C 1.716 0.556 -0.063
C 0.836 1.629 0.108
C -0.528 1.421 -0.063
S -3.967 0.558 0.007
H -3.772 -2.073 0.450
H -0.310 -2.082 -0.117
H 1.792 -1.627 -0.246
H 2.812 0.924 -0.072
H 1.142 2.594 0.114
H -1.361 2.072 -0.131
*
```

For the electronic energy, the calculation gives -19225.0690 eV. The value obtained for the energy above the lowest of the compared OMol25 structures with the same formula, charge and spin is 0.0 kJ/mol. The calculation puts the LUMO energy (alpha / beta) at -0.1 / -0.1 eV. As for the frontier orbital gap (alpha / beta): 7.3 / 7.3 eV. For the HOMO energy (alpha / beta), the calculation gives -0.2691 / -0.2691 Ha. The SMILES is C1=C(c2ccccc2)S1.

***

Formula: C8H7AsF6NO10P2SeY
Source: the Open Molecules 2025 dataset
Level of theory: ωB97M-V/def2-TZVPD

Geometry as ORCA input:
```
! RIJCOSX wB97M-V def2-TZVPD def2/J DEFGRID3
* xyz -1 2
Y -0.835 1.044 1.062
O -2.010 2.706 2.972
P -3.190 1.582 2.852
O -4.235 1.611 3.864
O -2.341 0.341 2.570
O -3.771 1.974 1.363
P -3.195 3.186 0.442
O -4.134 3.057 -0.841
O -3.310 4.466 1.163
O -1.821 2.707 -0.022
H -2.338 3.605 2.767
H -4.937 3.578 -0.736
F 1.332 1.800 1.278
As 2.020 0.759 2.620
F 3.053 2.026 3.094
F 0.658 1.420 3.487
F 2.497 -0.247 3.906
F 0.795 -0.439 2.067
F 3.144 0.109 1.529
Se -3.138 -0.395 -0.435
C -2.404 -1.548 -1.631
N -1.972 -2.274 -2.420
O 2.963 -0.552 -3.561
C 2.565 -1.600 -2.827
C 3.078 -2.862 -3.134
C 2.685 -3.968 -2.408
C 1.776 -3.847 -1.360
C 1.262 -2.601 -1.057
C 1.641 -1.470 -1.776
C 1.092 -0.122 -1.436
O 1.542 0.885 -1.993
O 0.149 -0.089 -0.556
H 2.473 0.232 -3.192
H 3.782 -2.943 -3.952
H 3.092 -4.941 -2.659
H 1.475 -4.716 -0.790
H 0.557 -2.474 -0.247
*
```

For the electronic energy, the calculation gives -192504.2902 eV. The calculation puts the LUMO energy (alpha / beta) at 2.2 / -1.5 eV. As for the frontier orbital gap (alpha / beta): 8.3 / 4.6 eV. For the HOMO energy (alpha / beta), the calculation gives -0.2241 / -0.2241 Ha.

***

Formula: C8H7BeFN13S2
Source: the Open Molecules 2025 dataset
Level of theory: ωB97M-V/def2-TZVPD

Geometry as ORCA input:
```
! RIJCOSX wB97M-V def2-TZVPD def2/J DEFGRID3
* xyz -1 1
Be 0.926 1.044 0.187
N -3.082 1.838 -1.157
C -3.174 0.832 -0.245
N -2.194 0.053 0.089
C -2.600 -0.873 1.023
C -3.911 -0.816 1.380
S -4.694 0.467 0.535
C -1.639 -1.826 1.600
C -1.964 -2.744 2.548
S -0.560 -3.628 3.016
C 0.371 -2.680 1.882
N -0.317 -1.807 1.215
N 1.703 -2.902 1.714
H -2.136 2.193 -1.318
H -3.792 2.549 -1.117
H -4.442 -1.427 2.089
H -2.922 -2.932 3.001
H 2.180 -3.366 2.467
H 2.223 -2.125 1.298
N 2.848 1.569 -2.146
C 3.199 0.660 -1.185
N 4.356 0.028 -1.135
N 4.250 -0.759 -0.050
N 3.113 -0.608 0.520
N 2.390 0.302 -0.183
C 1.637 2.207 -2.124
N 1.246 3.108 -3.003
N 0.007 3.442 -2.598
N -0.323 2.794 -1.544
N 0.702 1.974 -1.197
H 3.547 1.882 -2.795
F 0.386 1.281 1.477
*
```

For the electronic energy, the calculation gives -52576.9496 eV. The value obtained for the energy above the lowest of the compared OMol25 structures with the same formula, charge and spin is 0.0 kJ/mol. The calculation puts the LUMO energy at 2.5 eV. As for the frontier orbital gap: 7.5 eV. For the HOMO energy, the calculation gives -0.1832 Ha.

***

Formula: C8H7BiN2O5
Source: the Open Molecules 2025 dataset
Level of theory: ωB97M-V/def2-TZVPD

Geometry as ORCA input:
```
! RIJCOSX wB97M-V def2-TZVPD def2/J DEFGRID3
* xyz 2 1
O 1.115 1.495 -5.661
C 0.979 1.056 -4.618
Bi 0.409 0.353 -2.341
O -1.744 2.587 -4.640
C -1.296 1.889 -3.856
C -1.886 -0.077 -1.022
O -2.655 -0.173 -0.181
C 1.397 -1.634 -1.224
O 1.822 -2.265 -0.357
C -0.746 -1.727 -3.621
O -1.258 -2.670 -4.004
H 2.257 0.003 -1.964
C -0.966 0.734 3.420
N 0.192 0.139 2.746
C 1.143 -0.650 3.527
C 0.372 0.303 1.458
N 0.516 0.600 0.345
H -0.902 0.475 4.473
H -1.870 0.299 2.988
H -1.008 1.830 3.345
H 1.102 -1.679 3.181
H 2.174 -0.301 3.440
H 0.853 -0.587 4.566
*
```

For the electronic energy, the calculation gives -27444.1436 eV. The value obtained for the energy above the lowest of the compared OMol25 structures with the same formula, charge and spin is 43.3 kJ/mol. The calculation puts the LUMO energy at -9.6 eV. As for the frontier orbital gap: 6.3 eV. For the HOMO energy, the calculation gives -0.5849 Ha.